(1)
Density functional theory data (ωB97M-V/def2-TZVPD) for a molecular structure, C16H13CoF5O3S.

Calculated values
spin multiplicity	2
F_max	0.006	hartree/bohr
E	-3123.49286	Eh

Structure (XYZ):
```
39
Properties=species:S:1:pos:R:3:lowdin_spin:R:1
Co -0.31343 -0.57139 -0.85672 1.076
C -3.30863 -1.27920 -1.26160 0.004
C -3.34637 -2.44551 -0.52673 -0.005
C -2.33800 -3.40431 -0.67677 0.001
C -1.30703 -3.19865 -1.57233 -0.001
C -1.27030 -2.02144 -2.33757 -0.002
C -2.26676 -1.05334 -2.17222 -0.012
H -4.08593 -0.53600 -1.14569 0.000
H -4.16020 -2.62291 0.16445 0.000
H -2.37547 -4.32032 -0.10092 0.000
H -0.53768 -3.94740 -1.70431 0.000
H -0.52223 -1.89817 -3.10976 0.000
H -2.28183 -0.17504 -2.80342 -0.001
C -0.62628 -0.77992 3.26632 0.001
C -0.38891 -0.09976 1.93749 0.001
C -0.74617 1.37579 1.95365 -0.001
O -1.26100 -0.71299 0.91992 0.000
C 1.06882 -0.25051 1.47158 0.001
O 1.96590 -0.09814 2.27210 -0.002
O 1.22251 -0.49232 0.20408 -0.013
H -1.65572 -0.63376 3.59760 0.000
H 0.05337 -0.35528 4.00140 0.000
H -0.41233 -1.85005 3.20282 0.000
H -1.77356 1.51431 2.29173 0.000
H -0.64396 1.80680 0.95614 -0.001
H -0.06978 1.89881 2.62860 0.000
H -1.52043 -1.59942 1.20085 0.002
F 4.89500 3.53424 0.21890 -0.002
C 3.85407 2.94498 -0.36477 -0.006
C 4.01534 1.73268 -1.01163 0.001
F 5.21521 1.15339 -1.03999 0.001
C 2.92879 1.13054 -1.61767 -0.005
F 3.12281 -0.04567 -2.21232 -0.001
C 1.66501 1.70354 -1.59848 -0.002
S 0.27718 0.89906 -2.32877 -0.031
C 1.53463 2.91967 -0.94149 -0.005
F 0.34168 3.52320 -0.86897 0.000
C 2.60707 3.54273 -0.32989 0.001
F 2.44461 4.71176 0.29438 0.001
```

(2)
Density functional theory data (ωB97M-V/def2-TZVPD) for 2 unconnected molecules or ions with the total composition C2H4N2O in a non-equilibrium geometry.

Calculated values
spin multiplicity	1
F_max	0.057	hartree/bohr
E	-263.18606	Eh

Structure (XYZ):
```
9
Properties=species:S:1:pos:R:3:nbo_charge:R:1
C 1.91627 -0.12096 -0.60918 0.230
N 2.02641 0.91713 0.08182 -0.257
N 2.79641 -0.39777 0.45441 -0.528
H 1.39759 -0.45738 -1.46341 0.226
H 2.41559 -0.79347 1.31268 0.334
C -0.57729 1.00239 0.50533 0.290
O -0.46357 0.00381 -0.16864 -0.548
H -0.47563 0.92006 1.64352 0.121
H -0.48365 2.05000 0.03774 0.132
```

(3)
Density functional theory data (ωB97M-V/def2-TZVPD) for a single C7H10 molecule in a non-equilibrium geometry.

Calculated values
spin multiplicity	1
F_max	0.042	hartree/bohr
E	-272.57217	Eh

Structure (XYZ):
```
17
Properties=species:S:1:pos:R:3:nbo_charge:R:1
C 0.72537 2.34594 1.30758 -0.385
C 0.16865 1.47968 0.43166 -0.207
C 0.20870 0.00992 0.34853 -0.096
C 0.52785 -0.65641 1.46943 -0.361
C -0.26151 -0.66345 -0.88516 0.004
C -1.07351 0.01915 -1.74564 -0.378
C -0.25135 -2.15613 -0.88381 -0.659
H 0.11869 3.24035 1.39670 0.199
H 1.62422 2.22943 1.89070 0.196
H -0.19415 2.05722 -0.41490 0.212
H 0.89193 -0.13461 2.34014 0.206
H 0.42839 -1.73219 1.48721 0.197
H -0.72051 0.90005 -2.26771 0.201
H -2.08324 -0.33700 -1.92919 0.202
H -0.74382 -2.66750 -0.05124 0.213
H -0.69527 -2.59034 -1.77993 0.223
H 0.76830 -2.54331 -0.94670 0.234
```

(4)
Density functional theory data (ωB97M-V/def2-TZVPD) for 2 unconnected molecules or ions with the total composition C2H5NO in a non-equilibrium geometry.

Calculated values
spin multiplicity	1
F_max	0.038	hartree/bohr
E	-209.16012	Eh

Structure (XYZ):
```
9
Properties=species:S:1:pos:R:3:nbo_charge:R:1
C -0.95207 0.22186 0.25150 -0.418
N 0.19814 0.29358 -0.62913 -0.829
C 1.98514 -0.85874 -0.00849 0.460
O 1.57787 -1.43290 0.89476 -0.546
H -0.63740 -0.07000 1.26296 0.203
H -1.53941 1.14783 0.32009 0.178
H -1.62699 -0.56972 -0.09870 0.199
H 0.00040 0.38490 -1.61307 0.376
H 0.99433 0.88320 -0.37991 0.377
```